[1]
The following is a DFT calculation (ωB97M-V with the def2-TZVPD basis set) of one molecule with the formula H2N2O3 at a distorted geometry.

```
7
Properties=species:S:1:pos:R:3:forces:R:3:nbo_charge:R:1
N 0.6357 0.4312 0.3054 2.941 2.032 0.497 -0.088
H 1.0389 1.4266 0.0362 -0.611 -2.845 0.678 0.356
H 1.1981 -1.3553 -0.0891 -0.087 -0.325 0.328 0.466
O -0.5093 0.4350 -0.4058 -1.247 -0.038 -1.264 -0.298
N -1.4385 -0.3725 0.3380 -0.963 0.328 0.169 0.377
O -2.5278 -0.0618 0.0709 0.627 -0.429 -0.028 -0.228
O 1.6029 -0.5032 -0.2555 -0.659 1.277 -0.379 -0.585
```
Forces are in eV/Å.

Total charge: 0
Spin multiplicity: 1
Lowest unoccupied orbital energy, eV: -0.26
Orbital gap, eV: 9.8
SMILES: O=NONO


[2]
The following is a DFT calculation (ωB97M-V with the def2-TZVPD basis set) of H2N2O3 as an isolated structure at a distorted geometry.

```
7
Properties=species:S:1:pos:R:3:forces:R:3:nbo_charge:R:1
H -0.7868 -1.5257 -0.3687 5.852 0.704 -1.100 0.438
O -3.1873 0.2585 0.0351 -3.463 1.356 -1.140 -0.257
O -1.6400 -1.6779 -0.1995 -5.867 1.565 1.129 -0.638
N 0.1574 0.6940 -0.1904 0.035 -2.793 -0.252 -0.284
O -1.1608 0.8538 -0.0926 0.894 5.006 -1.587 -0.152
H 0.4652 1.6447 -0.1625 0.039 0.972 0.314 0.325
N -2.0774 0.0132 0.1286 2.510 -6.810 2.637 0.569
```
Forces are in eV/Å.

Total charge: 0
Spin multiplicity: 1
Lowest unoccupied orbital energy (spin up / spin down), eV: -1.53 / -0.68
Orbital gap (spin up / spin down), eV: 7.6 / 9.9


[3]
The following is a DFT calculation (ωB97M-V with the def2-TZVPD basis set) of a 2-piece molecular cluster, H2N2O3S overall at a distorted geometry.

```
8
Properties=species:S:1:pos:R:3:forces:R:3:nbo_charge:R:1
O -2.5291 -0.2896 -0.7331 -2.068 -1.226 -1.246 -0.322
O -1.2210 0.9635 0.3650 0.350 -0.985 0.421 -0.417
H -0.0057 -0.7724 0.5421 0.830 0.158 0.382 0.507
N -1.5711 -0.1161 -0.0955 0.991 2.366 0.400 0.725
O -0.7385 -1.1760 0.0598 -0.237 -0.290 0.122 -0.505
S 1.5979 1.5613 -0.5013 0.800 -0.532 -0.057 0.497
N 1.8978 0.2672 0.2912 -1.632 0.612 0.875 -0.855
H 2.5698 -0.4378 0.0718 0.966 -0.102 -0.897 0.370
```
Forces are in eV/Å.

Total charge: 0
Spin multiplicity: 1
Lowest unoccupied orbital energy (spin up / spin down), eV: -1.64 / -1.58
Orbital gap (spin up / spin down), eV: 7.4 / 7.4
SMILES: O=[N+]([O-])O.N=S


[4]
The following is a DFT calculation (ωB97M-V with the def2-TZVPD basis set) of H2N2O3S as an isolated structure at a distorted geometry.

```
8
Properties=species:S:1:pos:R:3:forces:R:3:nbo_charge:R:1
H 0.2415 1.2624 -0.1802 0.717 0.878 0.433 0.439
O 0.3970 -0.8542 1.8940 1.044 -0.634 -0.597 -0.842
H -1.4764 0.9454 -0.7110 -1.081 1.624 -0.086 0.402
O -1.4943 -1.2836 -1.0005 5.661 5.057 1.569 -0.456
S 1.4116 -0.8599 0.8564 -1.176 0.696 1.323 1.707
N -0.5001 0.7841 -0.6390 -1.814 -2.089 -0.834 -0.489
O 1.7828 0.4767 0.4529 1.055 -0.067 -0.019 -0.922
N -0.3621 -0.4708 -0.6727 -4.407 -5.465 -1.787 0.162
```
Forces are in eV/Å.

Total charge: 0
Spin multiplicity: 1
Lowest unoccupied orbital energy, eV: -1.06
Orbital gap, eV: 9.3


[5]
The following is a DFT calculation (ωB97M-V with the def2-TZVPD basis set) of H2N2O3S as an isolated structure at a distorted geometry.

```
8
Properties=species:S:1:pos:R:3:forces:R:3:lowdin_spin:R:1
N -1.0183 -0.7994 0.9384 0.429 -0.172 -0.146 0.107
O 0.2645 -1.3016 -1.2004 3.064 -2.164 -1.266 0.348
S -0.7611 -0.4561 -0.7122 -5.561 -0.010 2.244 0.572
N 0.7757 1.2516 -0.5986 3.058 2.258 0.785 0.429
O 1.4828 1.1250 -1.5534 -0.657 0.891 0.862 0.253
H -0.7020 -1.7631 1.1412 -0.265 0.874 0.046 0.003
O 0.7170 2.0525 0.3182 -0.017 -1.091 -1.621 0.275
H -0.7588 -0.1087 1.6668 -0.051 -0.586 -0.904 0.013
```
Forces are in eV/Å.

Total charge: 0
Spin multiplicity: 3
Lowest unoccupied orbital energy (spin up / spin down), eV: -0.25 / -2.64
Orbital gap (spin up / spin down), eV: 7.4 / 8.1


[6]
The following is a DFT calculation (ωB97M-V with the def2-TZVPD basis set) of a 2-piece molecular cluster, H2N2O3S overall at a distorted geometry.

```
8
Properties=species:S:1:pos:R:3:forces:R:3:lowdin_spin:R:1
H -1.8582 0.0988 0.7187 -0.055 0.421 0.196 0.004
S 2.5839 1.2157 -0.5238 0.473 -0.593 1.791 0.564
O 2.5205 -0.2356 -0.6537 0.005 -1.852 0.665 0.239
N 0.2312 1.4391 0.3562 0.025 0.196 -0.106 0.554
O -1.1739 -0.4586 0.3264 -0.700 0.126 0.910 0.113
O 2.4432 1.8737 -1.7877 -0.429 2.231 -2.109 0.355
H 0.4945 -0.5515 -0.3960 0.771 2.595 0.474 0.021
N -0.0069 0.3064 0.0702 -0.092 -3.124 -1.822 0.150
```
Forces are in eV/Å.

Total charge: 0
Spin multiplicity: 3
Lowest unoccupied orbital energy (spin up / spin down), eV: -0.97 / -4.19
Orbital gap (spin up / spin down), eV: 5.6 / 6.1


Quick rundown of energy above the lowest of the compared OMol25 structures with the same formula, charge and spin, same order as above: 1.1055; 4.6914; 3.5788; 1.6407; 1.4153; 2.9856 eV